No. 1
# C21H17Br2N2ORu

A molecular structure, C21H17Br2N2ORu at a distorted geometry (ωB97M-V/def2-TZVPD, the OMol25 dataset).

Its expectation value of S² is 0.96. As for the total charge: +2. Its HOMO energy (alpha / beta) is -13.94 / -14.00 eV. The spin multiplicity is 2. The energy relative to the best compared isomer or geometry (same formula, charge and spin) is 17.2 kcal per mole. The HOMO-LUMO gap (alpha / beta) is 5.826 / 5.936 eV.

```
44
Properties=species:S:1:pos:R:3:forces:R:3
Ru -0.079 -0.108 -0.276 1.00 -1.53 0.22
Br 2.347 -0.208 0.815 -1.05 -0.49 -0.45
Br -1.830 -0.313 -2.725 0.63 0.08 -0.04
O -0.833 -0.175 2.164 0.34 -0.18 -0.83
N 0.786 0.469 -2.431 -1.22 -0.72 1.55
N -1.581 1.518 0.320 0.98 -0.63 -0.45
C 1.421 -2.834 -0.024 0.23 0.38 0.35
C -3.336 2.485 1.588 0.27 -0.28 -0.07
C 1.399 0.850 -5.105 -0.01 -0.08 0.25
C -0.932 -3.111 -0.570 0.10 1.18 0.11
C 0.546 -4.998 -0.746 -0.55 0.15 -0.10
C 2.914 -4.789 -0.106 0.58 0.38 0.22
C -1.836 2.375 -0.668 -0.37 0.76 -0.44
C 2.540 -2.107 0.435 0.73 -0.42 0.01
C -0.712 -4.452 -0.895 0.66 -0.51 0.24
C -1.883 0.679 2.582 -0.53 0.29 0.26
C -2.863 3.296 -0.610 0.17 -0.15 0.09
C 3.963 -4.032 0.373 -0.49 -0.76 -0.33
C -3.639 3.335 0.542 0.02 -0.04 -0.02
C -0.120 0.276 -3.387 -0.54 -0.14 0.03
C -2.289 1.576 1.447 -0.11 0.13 0.19
C 0.117 0.464 -4.734 -0.06 -0.02 0.16
C 2.013 0.847 -2.794 0.51 0.14 0.04
C 3.779 -2.677 0.647 -0.77 0.96 0.03
C 2.359 1.039 -4.121 -0.20 0.00 0.08
C 0.120 -2.294 -0.191 -0.33 1.57 -0.78
C 1.635 -4.224 -0.293 -0.22 0.31 0.05
H 4.594 -2.078 1.024 0.09 0.03 0.01
H 3.062 -5.830 -0.355 -0.02 -0.06 0.07
H 4.930 -4.479 0.540 0.06 -0.02 -0.03
H -1.183 2.347 -1.534 -0.10 -0.11 0.06
H 1.644 0.985 -6.149 -0.01 0.05 -0.03
H -2.750 0.095 2.923 0.16 0.08 -0.08
H -3.895 2.509 2.509 -0.09 0.02 0.12
H 2.730 0.992 -1.996 -0.04 -0.02 -0.04
H -4.463 4.027 0.620 -0.06 0.07 0.05
H -0.561 -0.727 2.908 0.10 -0.12 -0.25
H -1.555 1.316 3.419 -0.01 -0.20 -0.18
H -3.049 3.962 -1.439 0.03 0.02 -0.02
H 3.360 1.340 -4.379 0.15 0.02 0.04
H -1.941 -2.714 -0.634 0.10 0.01 -0.10
H 0.709 -6.046 -0.954 0.02 -0.04 -0.09
H -1.532 -5.054 -1.255 -0.06 -0.06 0.08
H -0.659 0.319 -5.470 -0.08 -0.08 0.04
```
Forces are in eV/Å.

natural (NBO) atomic charge list, values in e, 5 entries: Ru 1.001; Br 0.229; Br 0.172; O -0.718; N -0.494


No. 2
# C24H32AuCl2N3O3

A molecular structure, C24H32AuCl2N3O3 at a distorted geometry (ωB97M-V/def2-TZVPD, the OMol25 dataset).

Its expectation value of S² is 2.01. Its HOMO energy (alpha / beta) is -7.03 / -8.72 eV. The spin multiplicity is 3. The energy relative to the best compared isomer or geometry (same formula, charge and spin) is 0.0 kcal per mole. The HOMO-LUMO gap (alpha / beta) is 7.163 / 4.779 eV.

```
65
Properties=species:S:1:pos:R:3:forces:R:3
Au -1.149 -1.753 -0.947 -0.35 0.20 -0.07
Cl -2.697 -0.138 -1.531 0.29 -0.95 -0.06
Cl 0.157 -3.588 -0.535 -0.21 0.25 -0.35
O -3.651 -0.854 2.614 0.89 -0.95 0.33
O 0.388 -0.165 -2.118 2.59 2.14 -2.17
O 0.173 2.595 0.507 -0.58 -0.37 0.15
N -2.559 -2.836 2.219 -0.05 0.26 0.42
N -0.453 -0.636 1.479 1.19 0.93 1.94
N -1.916 2.372 1.380 0.43 0.28 -0.28
C 1.897 1.390 -3.366 0.00 0.46 1.26
C 0.895 -0.742 -4.314 -0.13 -0.15 -0.49
C -3.381 -3.205 1.090 0.06 -0.03 -0.29
C 1.495 1.558 3.391 0.18 0.14 -0.06
C 0.665 -0.246 4.792 0.06 0.08 0.10
C 2.084 1.476 5.734 -0.06 -0.05 -0.15
C -3.285 1.900 1.266 -0.07 -0.51 0.15
C 0.574 -1.123 -6.690 0.02 -0.08 0.09
C 0.791 -2.123 -4.090 -0.13 0.21 0.01
C -1.573 3.219 2.505 0.09 0.03 0.10
C 0.796 -0.248 -5.626 0.05 -0.24 0.22
C 0.081 -0.177 2.411 -1.03 -1.01 -2.08
C 3.002 2.254 -1.191 0.75 0.16 1.10
C 1.333 0.306 5.889 -0.08 -0.01 -0.25
C 2.167 2.103 4.486 -0.22 -0.28 -0.03
C 3.314 0.989 -3.801 -0.16 -0.12 -0.27
C 0.573 -2.994 -5.153 0.06 0.12 -0.15
C 0.749 0.382 3.542 0.40 0.32 0.65
C 1.033 0.193 -3.142 -2.32 -3.15 0.44
C 1.868 2.094 -2.069 -0.96 1.09 -0.25
C -2.754 -1.664 2.862 -0.79 0.39 -0.18
C 0.461 -2.499 -6.459 0.06 0.21 0.25
C -1.489 -3.741 2.591 0.17 0.13 -0.16
C -0.963 2.113 0.462 0.10 0.37 0.14
H -3.966 2.713 1.553 0.11 -0.21 -0.27
H -2.789 -3.122 0.158 -0.45 -0.19 0.39
H 0.491 -4.063 -4.951 0.02 0.28 -0.14
H 0.074 -1.159 4.887 0.24 0.28 0.07
H 0.859 -2.506 -3.069 0.02 0.13 -0.36
H 3.954 1.877 -3.851 -0.15 -0.20 0.05
H -1.889 -4.757 2.712 0.10 0.22 0.09
H 0.490 -0.722 -7.703 -0.01 -0.17 0.30
H -3.466 1.582 0.234 -0.11 0.20 0.30
H 0.874 0.830 -5.799 -0.05 -0.42 -0.06
H 0.908 2.460 -1.716 0.19 -0.13 -0.12
H -0.919 2.690 3.212 -0.20 0.19 -0.09
H 1.265 -0.184 6.862 0.04 0.18 -0.31
H 3.738 0.286 -3.072 -0.03 0.17 -0.26
H -1.045 4.115 2.157 -0.10 -0.16 0.10
H 1.528 2.039 2.410 -0.03 -0.13 0.27
H -3.452 1.029 1.923 -0.05 0.48 -0.28
H 2.609 1.904 6.591 -0.17 -0.15 -0.25
H 3.545 1.308 -1.025 0.01 0.26 0.00
H 3.296 0.513 -4.786 0.12 0.03 0.20
H 0.287 -3.183 -7.291 0.05 0.22 0.24
H 2.749 3.017 4.355 -0.19 -0.30 0.09
H -4.233 -2.524 1.036 0.11 -0.18 0.00
H -0.715 -3.761 1.808 -0.23 -0.04 0.38
H 1.387 2.011 -4.124 0.19 -0.24 -0.02
H -2.017 -1.486 3.674 -0.28 -0.15 -0.18
H -1.294 1.421 -0.337 0.19 0.38 0.18
H -3.705 -4.247 1.205 -0.07 0.21 -0.06
H -2.501 3.499 3.008 0.20 0.03 0.02
H 2.631 2.609 -0.219 0.27 -0.10 -0.24
H 3.731 2.995 -1.565 0.03 -0.17 0.10
H -1.052 -3.397 3.535 -0.03 -0.18 -0.17
```
Forces are in eV/Å.

natural (NBO) atomic charge list, values in e, 5 entries: Au 0.968; Cl -0.419; Cl -0.518; O -0.659; O -0.617


No. 3
# C42H41AsClN7OReS2

A molecular structure, C42H41AsClN7OReS2 (ωB97M-V/def2-TZVPD, the OMol25 dataset).

Its expectation value of S² is 0.80. As for the total charge: +2. Its HOMO energy (alpha / beta) is -12.63 / -12.63 eV. The spin multiplicity is 2. The energy relative to the best compared isomer or geometry (same formula, charge and spin) is 0.0 kcal per mole. The HOMO-LUMO gap (alpha / beta) is 5.632 / 5.755 eV.

```
96
Properties=species:S:1:pos:R:3:forces:R:3
Re -1.375 0.195 1.456 -0.12 0.14 0.23
As 1.309 0.712 -3.130 0.04 -0.15 -0.07
Cl -2.020 7.054 -1.117 0.00 0.01 -0.01
S -3.422 -0.481 0.869 -0.11 -0.06 -0.06
S 3.187 1.106 1.055 0.05 -0.01 0.04
O -1.089 1.396 0.008 0.15 0.08 -0.08
N -3.955 -2.169 -1.057 0.10 0.09 0.10
N -0.856 -1.469 0.370 -0.18 -0.04 -0.05
N -1.681 -1.996 -0.486 0.28 -0.15 0.05
N -1.728 -0.611 3.417 0.16 0.01 -0.19
N 0.797 0.660 1.876 0.04 -0.04 0.15
N -3.857 -2.963 -2.029 -0.09 -0.16 -0.20
N -1.935 1.917 2.598 0.01 0.01 -0.10
C 0.676 1.571 -5.933 0.00 -0.02 -0.01
C -2.176 0.293 4.346 0.03 0.00 0.06
C -1.643 -1.889 3.744 -0.01 0.07 -0.04
C -1.379 4.514 -1.785 0.02 -0.06 0.00
C -2.385 -1.483 5.972 0.01 -0.03 -0.02
C 2.935 -3.310 0.366 -0.02 0.01 0.00
C 2.222 -3.181 -0.818 0.02 0.00 0.01
C -2.828 -4.759 -3.218 0.00 0.01 0.06
C 1.596 0.707 3.032 0.07 0.02 -0.02
C 2.948 0.945 2.761 -0.05 -0.01 -0.08
C -0.884 -4.431 -4.579 -0.01 -0.01 0.00
C 1.138 -2.240 1.551 -0.08 0.00 0.00
C 2.757 -0.613 -3.355 -0.01 0.09 0.01
C -1.867 -5.268 -4.076 0.03 0.01 -0.02
C -1.749 3.554 0.804 -0.01 -0.06 -0.13
C 0.425 0.481 -4.897 0.01 0.05 0.03
C 3.499 0.854 5.068 0.01 0.01 -0.03
C -1.335 2.688 -0.223 -0.08 0.00 0.20
C -2.771 -3.422 -2.847 0.05 -0.07 -0.01
C 2.386 -2.840 1.552 0.03 -0.02 0.01
C -1.161 3.179 -1.515 0.03 0.03 -0.05
C 3.198 2.678 -2.199 0.00 -0.02 0.00
C -2.263 1.650 3.964 -0.02 0.02 0.04
C -2.006 3.126 2.145 0.00 0.00 0.06
C -1.954 4.914 0.509 -0.01 0.02 0.03
C 1.534 0.847 0.810 -0.08 -0.06 -0.02
C -1.961 -2.367 5.021 -0.02 -0.01 0.06
C 2.337 2.365 -3.418 -0.03 0.01 0.04
C -1.802 -2.566 -3.355 -0.04 0.00 -0.01
C -2.977 2.176 6.212 -0.01 0.00 0.04
C 1.203 0.528 4.361 -0.02 0.01 0.00
C -0.863 -3.085 -4.228 0.01 0.01 0.01
C 2.153 0.603 5.357 -0.02 -0.01 -0.01
C 0.429 -2.105 0.361 0.26 -0.09 -0.07
C -2.936 -1.593 -0.395 -0.31 0.14 0.12
C -2.652 2.572 4.902 0.00 0.02 -0.04
C 3.909 1.027 3.765 0.02 0.00 0.03
C -2.914 0.865 6.587 -0.02 0.02 0.03
C 3.663 -0.415 -4.563 0.03 -0.02 0.02
C -1.768 5.386 -0.766 0.00 0.02 0.00
C -2.503 -0.111 5.654 0.03 -0.01 -0.07
C 0.973 -2.582 -0.826 -0.08 0.05 -0.05
H 2.645 -3.545 -1.744 -0.01 0.00 0.00
H 3.095 -0.276 -5.485 -0.01 -0.03 0.01
H -3.171 0.561 7.593 0.01 0.00 -0.01
H -2.725 3.624 4.668 0.00 -0.02 -0.01
H 4.219 0.910 5.872 0.00 0.00 -0.01
H 3.335 -0.623 -2.428 0.01 0.00 0.00
H -1.316 -2.569 2.968 -0.01 0.00 0.00
H -0.111 -2.432 -4.647 0.00 0.02 -0.01
H 1.850 0.467 6.387 0.00 0.00 -0.01
H 3.848 1.838 -1.937 0.00 0.01 -0.01
H 3.910 -3.779 0.367 0.00 0.00 0.00
H -2.634 -1.818 6.971 0.00 0.00 -0.01
H 2.941 2.279 -4.319 0.00 -0.01 0.01
H 0.110 1.367 -6.843 0.01 0.00 0.00
H 2.576 2.913 -1.331 0.01 -0.02 0.00
H -1.250 4.898 -2.788 0.00 -0.01 0.00
H -0.648 0.388 -4.712 0.00 0.01 0.03
H -1.786 -1.516 -3.094 -0.01 0.00 0.02
H 4.947 1.218 3.525 0.00 0.00 0.00
H -3.612 -5.401 -2.831 0.01 0.02 0.00
H 2.255 -1.584 -3.394 -0.04 0.01 -0.05
H 0.722 -1.884 2.484 0.02 0.01 0.00
H 0.177 0.333 4.620 -0.04 0.02 0.00
H 1.621 3.171 -3.587 0.00 0.00 -0.02
H -1.866 -3.423 5.225 0.00 0.00 0.01
H 0.372 2.555 -5.574 -0.01 0.00 0.00
H -0.853 2.489 -2.289 0.00 0.01 0.00
H 1.729 1.634 -6.208 0.00 0.00 0.00
H 2.927 -2.947 2.483 -0.01 0.00 -0.01
H -4.759 -3.353 -2.296 0.01 0.10 0.03
H -3.284 2.930 6.923 0.00 0.00 0.00
H -2.302 3.923 2.820 -0.01 -0.03 0.02
H 3.843 3.538 -2.379 -0.01 0.01 0.00
H 1.126 0.821 -0.195 0.02 0.03 0.01
H -2.268 5.593 1.292 0.00 -0.01 0.00
H 4.311 -1.281 -4.708 0.01 0.02 0.00
H 4.310 0.454 -4.440 -0.01 0.00 0.00
H -0.140 -4.820 -5.261 0.00 0.00 0.00
H 0.758 -0.484 -5.283 0.03 -0.01 -0.01
H 0.418 -2.476 -1.748 0.01 0.01 0.02
H -1.896 -6.311 -4.356 0.00 0.00 0.00
```
Forces are in eV/Å.

Löwdin atomic charge list, values in e, 5 entries: Re 1.333; As 1.192; Cl 0.731; S 0.774; S 1.147